No. 1
Formula: C16H49N5O5
Source: OMol25
Level of theory: the ωB97M-V functional and the def2-TZVPD basis

Computed properties:
**Electronic energy**: -35071.3857 eV
**SMILES string**: COC[C@H](C)N.COC[C@H](C)N.COC[C@H](C)N.COC[C@H](C)N.N.O
**Multiplicity**: 1

Structure (XYZ):
```
75
Properties=species:S:1:pos:R:3:forces:R:3:mulliken_charge:R:1
C 4.189817 0.721498 -1.856180 -0.88 -0.55 1.96 -0.927
O 3.262498 -0.313057 -2.117741 0.42 -0.19 -0.07 -0.315
C 2.551934 -0.165472 -3.346635 1.50 0.55 0.27 -0.990
C 1.791476 -1.402171 -3.591034 -0.68 -0.96 0.37 2.291
C 2.626277 -2.627932 -3.823414 0.04 -0.65 0.58 -1.851
N 0.955266 -1.214425 -4.743003 -0.24 1.95 0.28 -0.806
H 5.054708 0.723950 -2.466124 0.73 -0.01 -1.04 0.325
H 4.530883 0.653001 -0.806494 -0.07 -0.55 -0.40 0.260
H 3.669030 1.647440 -1.830934 -0.34 1.26 -0.62 0.359
H 1.876622 0.663132 -3.242942 -0.58 0.70 -0.08 0.306
H 3.214743 0.063009 -4.198659 0.06 -0.13 0.24 0.486
H 1.198304 -1.581486 -2.696166 -0.24 -0.05 0.39 -0.890
H 2.013233 -3.567923 -3.761809 0.45 0.88 -0.26 0.408
H 3.356749 -2.681734 -3.016212 0.30 -0.18 -0.26 0.360
H 3.087800 -2.524805 -4.804687 0.27 -0.30 0.01 0.491
H 0.110384 -0.729667 -4.443717 -0.02 -0.21 -0.39 0.311
H 0.722119 -2.112745 -5.037615 -0.93 -1.53 -0.91 0.290
C -1.612115 5.608812 2.216078 -0.43 -0.56 -0.29 -0.619
O -2.268854 4.953582 1.133750 -0.63 0.20 1.34 -0.305
C -1.558930 5.058436 -0.043093 1.36 -0.18 0.00 -0.410
C -2.077971 4.132286 -1.118488 0.23 -0.11 -1.87 0.584
C -2.131575 2.615675 -0.852225 0.18 -0.88 0.48 -1.106
N -1.136618 4.290740 -2.299804 -2.10 1.67 0.37 -0.720
H -0.680595 5.080172 2.479124 -0.06 0.49 -0.27 0.143
H -2.274513 5.544209 3.060001 -0.33 -0.17 0.43 0.260
H -1.477239 6.672626 2.027296 0.39 0.09 -0.25 0.347
H -1.612902 6.141881 -0.416937 0.56 -1.28 0.33 0.329
H -0.505973 4.681952 0.194895 -0.69 0.97 -0.58 0.137
H -3.091474 4.522381 -1.440868 0.95 -0.66 0.25 0.253
H -2.901997 2.327191 -0.102306 0.41 0.29 -0.53 0.292
H -1.176077 2.092473 -0.531493 -0.72 1.14 -0.11 -0.057
H -2.332093 2.080726 -1.804256 -0.29 0.53 0.46 0.441
H -0.983762 5.319492 -2.434560 0.39 -1.56 0.04 0.266
H -0.306295 3.763183 -2.136243 0.76 0.07 0.16 0.237
C -2.595040 1.856062 3.342964 -0.37 -1.17 -1.19 -0.660
O -1.296737 1.245140 3.284553 -0.89 1.27 -0.06 -0.415
C -0.427508 2.197628 2.709334 1.33 0.77 2.19 0.319
C 1.015485 1.657669 2.721803 -1.35 3.24 -0.40 0.034
C 1.748474 2.592883 1.709204 -0.28 -1.13 0.20 -1.244
N 0.937451 0.330586 2.308942 -0.43 -2.86 -0.77 -0.519
H -2.801374 2.431168 2.427382 0.04 -0.39 -0.05 0.169
H -2.695829 2.561009 4.121040 0.25 0.79 1.33 0.335
H -3.370243 1.085757 3.477212 0.45 0.14 -0.11 0.283
H -0.684495 2.465226 1.721576 -0.68 -0.21 -1.47 -0.482
H -0.434189 3.212669 3.237919 -0.11 -1.35 -0.04 0.223
H 1.428281 1.738962 3.718176 0.28 0.33 0.43 0.471
H 1.281913 2.465737 0.719513 0.11 0.08 0.32 0.152
H 2.748007 2.205292 1.641258 0.81 0.22 -0.22 0.412
H 1.759792 3.655520 1.981741 -0.04 -0.37 0.17 0.360
H 0.278165 -0.199954 2.907602 0.71 0.42 -0.54 0.256
H 1.833919 -0.130135 2.286158 0.17 -0.20 0.21 0.244
C 0.557103 -3.516845 -0.615173 -0.21 1.95 -0.26 -0.130
O 0.547044 -4.246253 0.580606 0.29 -0.02 -0.42 -0.388
C -0.719789 -4.361551 1.129253 -0.93 -0.77 -1.17 -0.864
C -0.688386 -5.274345 2.278916 0.26 -0.71 2.22 0.363
C -0.227754 -6.681955 1.828285 0.57 1.89 0.59 -1.225
N -2.012973 -5.317573 2.942327 0.51 0.55 -0.33 -0.711
H 0.058717 -2.470705 -0.493541 0.96 -1.74 0.04 -0.130
H 0.033444 -4.005275 -1.464924 0.25 -0.09 0.49 0.302
H 1.616766 -3.349733 -0.862822 -0.44 -0.08 -0.11 0.143
H -1.174941 -3.442323 1.321629 -0.26 2.08 0.96 0.547
H -1.476508 -4.746561 0.423418 0.33 -0.56 -0.51 0.229
H -0.025948 -4.858771 3.080254 -0.11 -0.32 -0.78 0.321
H -1.088196 -7.016816 1.280487 0.09 -0.76 -0.83 0.290
H -0.146363 -7.230005 2.740913 0.23 -0.87 0.43 0.377
H 0.758793 -6.612971 1.313002 -1.01 -0.39 0.08 0.292
H -1.995109 -5.885095 3.777584 0.12 -0.06 0.00 0.253
H -2.700326 -5.708263 2.324579 -0.37 -0.24 -0.28 0.238
N -1.942439 -1.759466 -1.985158 1.16 -1.58 0.01 -0.571
H -2.846959 -1.375519 -1.787142 -0.07 0.37 0.38 0.211
H -1.166220 -1.425724 -1.354549 -1.64 -0.37 -0.80 0.147
H -2.045073 -2.812757 -1.992028 0.41 1.88 0.26 0.210
O 0.304508 0.157760 -0.459438 -0.10 -0.49 1.61 -0.665
H 0.486223 -0.028997 0.575731 0.29 0.93 -2.73 0.355
H 1.085488 0.162109 -1.046083 -0.11 -0.29 1.11 0.284
```
Positions in Å, forces in eV/Å.

***

No. 2
Formula: C16H50N4O7
Source: OMol25
Level of theory: the ωB97M-V functional and the def2-TZVPD basis

Computed properties:
**Electronic energy**: -37692.8341 eV
**Energy relative to the best compared isomer or geometry (same formula, charge and spin)**: 34.2 kcal per mole
**SMILES string**: COC[C@H](C)N.COC[C@H](C)N.COC[C@H](C)N.COC[C@H](C)N.O.O.O
**Multiplicity**: 1

Structure (XYZ):
```
77
Properties=species:S:1:pos:R:3:forces:R:3:mulliken_charge:R:1
C 3.877862 -0.864114 1.750496 0.39 -0.54 0.33 -0.784
O 3.191591 0.257603 1.331825 -0.29 1.81 -0.52 -0.156
C 3.344159 1.391141 2.219295 0.33 0.36 -0.68 -1.196
C 3.284691 2.799273 1.483884 -0.21 -2.79 0.89 0.796
C 3.804007 3.850802 2.406659 -0.02 0.78 0.94 -1.576
N 1.922133 3.050862 1.102397 0.10 0.86 -0.32 -0.547
H 3.582917 -1.168994 2.754561 -0.19 -0.21 0.15 0.371
H 4.947426 -0.657621 1.789130 0.28 -0.17 -0.16 0.309
H 3.647746 -1.653844 1.035322 0.14 -0.11 0.17 0.090
H 2.580934 1.231143 2.980868 -0.15 0.70 0.19 0.291
H 4.322371 1.354696 2.698751 0.18 -0.31 0.01 0.613
H 3.955381 2.750745 0.626031 0.29 -0.37 -0.20 0.223
H 3.041620 4.238448 3.082374 -0.29 -0.33 0.04 0.361
H 4.153660 4.746519 1.893293 0.31 -0.17 -0.19 0.389
H 4.583778 3.430361 3.041712 0.30 0.31 -0.14 0.391
H 1.557494 2.324488 0.502788 -0.10 -0.22 -0.01 0.084
H 2.036982 3.879116 0.535904 -0.86 0.39 -0.30 0.280
C -4.798907 3.958892 -2.578046 0.04 -0.39 0.29 -0.804
O -3.710817 3.020419 -2.727884 -0.69 1.50 0.64 -0.315
C -2.650286 3.359016 -1.805672 -0.52 -1.34 -1.40 -0.727
C -1.499418 2.387931 -2.113157 -0.62 -0.02 -0.41 0.364
C -1.939541 0.913175 -2.237137 0.08 -0.16 -0.25 -1.243
N -0.549486 2.524784 -1.057733 1.36 -0.62 0.76 -0.297
H -5.206533 4.030927 -1.569698 0.52 -0.28 0.60 0.321
H -5.695862 3.651325 -3.115610 0.52 -0.16 -0.69 0.281
H -4.499344 4.976798 -2.827503 0.08 0.01 -0.41 0.311
H -2.291624 4.377572 -1.954007 -0.13 0.29 -0.05 0.423
H -3.035046 3.244284 -0.792317 0.25 -0.09 0.25 0.382
H -0.948508 2.690445 -3.003703 -0.76 0.04 -0.78 0.434
H -2.619794 0.606566 -1.442566 -0.26 0.25 -0.08 0.322
H -1.140424 0.172753 -2.201272 0.70 0.45 0.34 0.084
H -2.344207 0.676382 -3.221149 -0.59 0.45 0.12 0.513
H -0.185363 3.458100 -0.929531 -0.34 0.37 0.00 0.220
H 0.243990 1.984767 -1.372170 0.33 -0.23 0.33 -0.147
C 4.279385 -1.509628 -2.048941 -0.01 -1.93 0.11 -0.849
O 2.936902 -1.906330 -2.310812 -0.51 2.24 -0.85 -0.405
C 2.572288 -3.247065 -2.295976 -0.41 -0.47 1.12 -0.960
C 1.062405 -3.484898 -2.614230 0.58 0.88 1.15 0.452
C 0.055597 -2.789330 -1.697931 0.94 0.74 0.14 -1.051
N 0.811041 -4.911745 -2.576019 0.67 -0.44 -1.18 -0.774
H 4.524084 -0.486465 -2.334192 -0.62 -0.04 -0.02 0.245
H 4.908250 -2.193347 -2.619161 0.44 0.13 -0.06 0.415
H 4.472950 -1.688478 -0.991278 0.29 0.28 0.11 0.246
H 3.205290 -3.863406 -2.934360 0.06 0.08 -0.54 0.342
H 2.760493 -3.616146 -1.287783 -0.07 -0.34 0.44 0.385
H 0.893361 -3.037901 -3.593880 -0.11 -0.51 -0.34 0.363
H 0.331541 -1.735672 -1.655909 -0.50 0.28 -0.38 -0.041
H 0.084998 -3.039800 -0.637506 0.04 -0.76 -0.06 0.386
H -0.940658 -2.950510 -2.109753 0.03 0.18 0.20 0.375
H 1.372589 -5.254171 -3.342502 -0.34 -0.58 -0.80 0.297
H 1.354569 -5.338416 -1.839379 -0.29 0.15 0.97 0.303
C -5.334690 -1.243944 3.146400 0.72 0.04 -0.09 -0.664
O -4.695105 -2.506211 3.206301 0.73 -0.78 -0.86 -0.347
C -3.240530 -2.518934 3.325174 -0.38 1.13 0.98 -0.832
C -2.413860 -1.851770 2.213082 -0.41 0.48 -1.31 0.738
C -2.751236 -2.509863 0.870128 0.36 -0.04 0.14 -1.052
N -0.945160 -1.832512 2.457227 -1.22 -1.01 0.74 -0.725
H -4.859438 -0.594362 2.411368 -0.05 0.11 -0.12 0.270
H -5.297760 -0.729632 4.106724 0.04 0.05 0.26 0.298
H -6.378939 -1.374852 2.862683 0.11 -0.29 0.04 0.244
H -3.087455 -2.006560 4.274985 0.59 0.28 0.21 0.397
H -2.875081 -3.531567 3.495820 -0.50 -0.24 -0.33 0.350
H -2.753739 -0.826570 2.066295 -0.13 0.34 0.41 0.158
H -2.648547 -3.589724 0.977205 -0.08 -0.11 -0.32 0.332
H -2.103661 -2.150269 0.070478 0.32 -0.05 0.11 -0.010
H -3.749046 -2.242176 0.522543 -0.20 -0.24 0.35 0.364
H -0.443971 -1.453219 1.666632 -0.28 0.12 -0.16 0.259
H -0.780093 -1.189852 3.218704 0.16 0.06 0.17 0.294
O -1.438880 1.822134 1.380204 -1.21 0.11 1.31 -0.786
H -0.847680 1.142430 1.703810 0.19 -0.08 -0.03 0.262
H -1.240798 1.887624 0.446021 0.41 0.30 -0.53 0.375
O 1.636093 0.426244 -1.727065 -0.39 0.87 0.11 -0.434
H 2.230466 1.046840 -2.148733 0.13 0.21 -0.10 0.230
H 2.047061 -0.427940 -1.860143 0.23 -0.94 -0.18 0.303
O 0.483429 0.061506 0.896153 -0.33 -0.38 0.08 -0.140
H 0.416004 0.262265 -0.037328 0.03 0.09 -0.39 -0.013
H 1.423950 -0.010541 1.058808 0.81 0.02 0.04 0.344
```
Positions in Å, forces in eV/Å.

***

Number 1: HOMO energy -0.33762 hartree, LUMO energy 0.6585 eV, maximum force 3.53 eV/A. Number 2: HOMO energy -0.31026 hartree, LUMO energy 0.1666 eV, maximum force 2.94 eV/A.